Density functional theory data (the ωB97M-V functional and the def2-TZVPD basis) for a structure of composition C41H42I2N3O3SbTeZr.

CARTESIAN COORDINATES (ANGSTROEM)
Zr  1.348  0.620  0.117
I  6.374  1.758  0.454
C  5.020  1.544  2.009
C  5.445  1.566  3.357
C  4.553  1.432  4.386
I  5.260  1.496  6.344
C  3.167  1.253  4.115
C  2.148  1.112  5.079
C  0.845  0.959  4.682
C  0.544  0.908  3.319
N  1.467  1.007  2.374
C  2.769  1.212  2.766
C  3.693  1.380  1.711
O  3.176  1.361  0.471
H  6.496  1.695  3.570
H  2.401  1.138  6.130
H  0.048  0.869  5.405
H  -0.479  0.788  2.995
C  2.647  2.102  -4.041
O  2.697  3.118  -3.002
C  2.124  2.850  -1.873
O  1.540  1.759  -1.648
N  2.173  3.831  -0.973
N  1.610  3.624  0.291
H  3.210  2.522  -4.865
H  1.610  1.932  -4.322
H  3.112  1.188  -3.682
H  2.698  4.667  -1.193
H  0.906  4.332  0.470
H  2.336  3.678  0.999
C  0.486  -7.451  1.185
C  0.980  -6.055  0.927
C  1.037  -5.113  1.945
C  1.527  -3.826  1.734
C  1.569  -2.868  2.891
C  1.963  -3.485  0.451
Te  2.927  -1.626  0.129
C  1.928  -4.415  -0.596
C  2.440  -4.097  -1.972
C  1.427  -5.685  -0.336
H  -0.069  -7.512  2.119
H  1.330  -8.140  1.252
H  -0.154  -7.800  0.375
H  0.703  -5.389  2.939
H  1.199  -3.345  3.796
H  0.956  -1.984  2.691
H  2.588  -2.522  3.079
H  1.995  -3.181  -2.362
H  2.224  -4.909  -2.663
H  3.521  -3.946  -1.958
H  1.406  -6.414  -1.138
C  -3.792  4.032  0.461
C  -4.384  2.659  0.630
C  -5.717  2.512  1.004
C  -6.292  1.258  1.139
C  -5.544  0.118  0.893
C  -4.216  0.238  0.515
C  -3.643  1.498  0.389
Sb  -1.626  1.779  -0.216
C  -1.019  -0.334  -0.276
C  -1.322  -0.959  0.953
C  -1.310  -2.333  1.095
C  -0.991  -3.122  -0.002
C  -0.654  -2.532  -1.205
C  -0.637  -1.146  -1.368
C  -0.194  -0.591  -2.694
C  -1.819  2.426  -2.232
C  -1.088  3.573  -2.541
C  -1.152  4.142  -3.803
C  -1.965  3.559  -4.763
C  -2.709  2.431  -4.452
C  -2.662  1.846  -3.188
C  -3.510  0.640  -2.908
H  -4.508  4.803  0.737
H  -3.503  4.210  -0.579
H  -2.908  4.165  1.091
H  -6.311  3.397  1.190
H  -7.329  1.173  1.434
H  -5.992  -0.863  0.988
H  -3.644  -0.657  0.305
H  -1.676  -0.359  1.785
H  -1.568  -2.790  2.041
H  -0.986  -4.200  0.089
H  -0.389  -3.158  -2.049
H  -0.619  -1.175  -3.511
H  0.893  -0.669  -2.783
H  -0.478  0.449  -2.832
H  -0.474  4.044  -1.780
H  -0.588  5.036  -4.031
H  -2.030  3.990  -5.753
H  -3.348  1.991  -5.206
H  -3.750  0.114  -3.831
H  -4.452  0.931  -2.438
H  -3.016  -0.061  -2.234

Results
Net charge: +2
HOMO, eV: -12.73
Relative energy (zero: lowest compared OMol25 entry of this formula, charge and spin), kcal/mol: 2.2